45
Properties=species:S:1:pos:R:3:lowdin_charge:R:1 method="wB97M-V/def2-TZVPD" gap_ev=4.452 total_charge=0 e_tot_ha=-1332.00130
C 0.50 4.32 2.28 -0.023
C 1.44 4.15 1.10 -0.572
C 1.69 5.49 0.41 -0.060
C 2.77 3.53 1.54 -0.024
C 0.79 3.22 0.12 -0.127
C 0.49 3.69 -1.17 0.036
C -0.13 2.87 -2.09 -0.018
N -0.55 1.62 -1.75 -0.009
B -1.18 1.13 -2.99 0.099
H -1.09 -2.82 -0.75 0.103
C -0.26 1.13 -0.50 0.059
C 0.42 1.90 0.43 0.062
H 0.31 3.38 2.79 0.091
H 0.93 5.02 3.00 0.096
H -0.46 4.72 1.95 0.100
H 2.34 5.36 -0.46 0.094
H 0.75 5.93 0.07 0.093
H 2.17 6.19 1.08 0.096
H 3.41 3.36 0.67 0.099
H 3.28 4.22 2.21 0.096
H 2.62 2.58 2.05 0.088
H 0.71 4.68 -1.52 0.111
H -0.32 3.21 -3.12 0.152
H -2.35 1.28 -3.12 0.069
H -0.41 0.68 -3.77 0.068
H -0.63 0.11 -0.28 0.133
H 0.66 1.47 1.41 0.144
O 0.90 -7.47 -0.17 0.020
N 0.75 -6.61 0.73 -0.346
O 1.42 -6.63 1.79 0.001
C -0.22 -5.56 0.45 -0.094
C -0.51 -4.52 1.37 0.076
C -1.37 -3.45 1.07 -0.160
N -1.40 -2.23 1.85 -0.367
O -0.96 -2.25 3.01 -0.006
O -1.89 -1.18 1.34 -0.056
C -1.88 -3.38 -0.36 -0.066
C -1.83 -4.64 -1.16 -0.089
N -2.17 -4.84 -2.50 -0.184
O -2.95 -4.30 -3.27 0.004
O -1.47 -6.04 -2.90 0.009
N -0.66 -6.47 -1.91 0.105
C -0.87 -5.58 -0.85 -0.155
H -0.04 -4.47 2.37 0.130
H -2.79 -2.80 -0.45 0.123